(1)
{"formula": "C28H24BN3O8V", "method": "the ωB97M-V functional and the def2-TZVPD basis", "e_above_lowest_kcal_mol": 1.1, "homo_lumo_gap_ev": [4.619, 4.846], "e_homo_ev": [-0.003, -0.231], "total_charge": -2, "spin_multiplicity": 2, "elements": ["V", "O", "O", "O", "O", "O", "O", "O", "O", "N", "N", "N", "C", "C", "C", "C", "C", "C", "C", "C", "C", "C", "C", "C", "C", "C", "C", "C", "C", "C", "C", "C", "C", "C", "C", "C", "C", "C", "C", "C", "B", "H", "H", "H", "H", "H", "H", "H", "H", "H", "H", "H", "H", "H", "H", "H", "H", "H", "H", "H", "H", "H", "H", "H", "H"], "positions_angstrom": [[-0.2105, 0.3221, 0.0348], [1.2330, -0.6423, -3.7810], [0.7565, -1.4364, 0.4235], [3.1145, 0.2767, 0.1105], [1.6868, 3.0219, -0.3338], [1.1341, -3.4881, -0.3822], [-0.4786, 3.6372, 0.0566], [-1.6433, -0.7191, -0.9605], [0.6218, 0.3120, -1.8565], [-3.1220, 0.7419, -0.0390], [0.0460, 0.7305, 2.0660], [-1.9849, 0.9951, 0.6847], [4.9665, 0.1741, -1.2471], [-3.4902, -1.5899, -2.8340], [1.4199, -2.2999, -0.2517], [5.0502, -0.9565, -0.1889], [1.4096, -0.3668, -2.5912], [-0.7333, 2.1002, 3.9258], [-3.8516, -0.6872, -1.8371], [-3.3409, 2.3428, 2.2987], [2.7561, -0.7618, -1.9657], [2.2535, 6.6522, -0.3060], [0.9372, 7.0269, -0.0700], [3.4518, 0.4293, -1.2722], [0.2898, 4.7456, -0.0373], [2.7679, -1.8247, -0.8225], [3.5748, -1.0667, 0.2440], [-5.1785, -0.2685, -1.7468], [-2.8090, -0.1953, -0.8985], [-0.9491, 1.5163, 2.6402], [2.6130, 5.3047, -0.4127], [-4.4423, -2.0669, -3.7241], [-0.0737, 6.0701, 0.0689], [1.6103, 4.3711, -0.2745], [1.1497, 0.4701, 2.7847], [-5.7638, -1.6505, -3.6297], [0.4046, 1.8226, 4.6174], [1.3792, 0.9593, 4.0455], [-2.0975, 1.6293, 1.8712], [-6.1275, -0.7474, -2.6361], [0.3717, 2.4928, -0.1180], [5.6801, -0.6685, 0.6544], [3.1308, 1.4093, -1.6107], [-1.4880, 2.7616, 4.3344], [-4.1483, -2.7654, -4.4991], [3.3659, -1.1211, -2.7954], [3.4157, -1.4147, 1.2630], [5.4264, -1.8977, -0.5935], [-2.4530, -1.8939, -2.8922], [-3.1949, 3.4294, 2.3092], [-7.1571, -0.4159, -2.5564], [-3.6568, 2.0416, 3.3024], [-6.5064, -2.0238, -4.3262], [3.0158, 7.4154, -0.4089], [0.5690, 2.2622, 5.5957], [2.2922, 0.7071, 4.5676], [1.8707, -0.1622, 2.2852], [-1.1028, 6.3493, 0.2540], [-5.4417, 0.4367, -0.9695], [3.6349, 4.9979, -0.5945], [5.3562, -0.1168, -2.2236], [0.6882, 8.0786, 0.0091], [5.4957, 1.0679, -0.9123], [3.2911, -2.7232, -1.1497], [-4.1420, 2.1147, 1.5993]], "forces_ev_per_angstrom": [[-0.7626, 0.2854, 0.5230], [-0.0059, 0.0116, 0.0689], [-0.0904, 0.2156, -0.1010], [-0.0069, 0.0157, -0.0089], [-0.0279, -0.0902, -0.0044], [-0.0100, 0.0420, 0.0038], [0.0244, -0.1263, -0.0183], [0.2649, 0.2045, 0.1445], [0.0290, 0.0181, 0.2711], [0.1464, -0.0890, 0.0002], [-0.0892, -0.1195, -0.7225], [0.7060, -0.5131, -0.6281], [0.0077, -0.0023, -0.0047], [-0.0125, -0.0077, -0.0106], [0.0543, -0.0559, 0.0116], [-0.0031, -0.0012, -0.0076], [0.0161, 0.0143, -0.1208], [0.1049, 0.0335, 0.0836], [0.0372, 0.0179, 0.0125], [0.0319, 0.0499, 0.0053], [0.0325, -0.0137, -0.0356], [0.0072, -0.0180, -0.0029], [-0.0120, -0.0150, 0.0010], [-0.0148, 0.0085, 0.0144], [0.0135, -0.0045, 0.0022], [-0.0020, -0.0094, -0.0039], [-0.0017, -0.0082, 0.0277], [-0.0125, 0.0065, -0.0037], [-0.1767, 0.0493, -0.0377], [-0.5819, 0.0680, -0.2371], [0.0019, 0.0135, 0.0009], [-0.0024, -0.0003, 0.0012], [-0.0030, 0.0126, -0.0021], [-0.0071, -0.0184, 0.0031], [0.2602, 0.0010, 0.2906], [-0.0051, -0.0023, -0.0035], [-0.1488, 0.0949, 0.0234], [0.0191, -0.1238, -0.2161], [0.3551, 0.1660, 0.7037], [0.0060, -0.0068, -0.0013], [-0.1084, -0.1266, -0.0233], [-0.0020, -0.0007, -0.0015], [0.0010, 0.0067, -0.0012], [0.0025, 0.0038, -0.0049], [0.0004, -0.0015, -0.0009], [-0.0053, 0.0008, 0.0078], [-0.0019, 0.0032, -0.0029], [0.0000, 0.0018, -0.0004], [-0.0024, 0.0001, -0.0034], [-0.0220, 0.0257, -0.0067], [0.0001, 0.0012, 0.0005], [0.0023, 0.0067, 0.0025], [0.0011, -0.0008, -0.0014], [-0.0018, -0.0013, 0.0003], [-0.0004, 0.0012, 0.0042], [0.0025, -0.0092, -0.0028], [0.0077, -0.0044, 0.0048], [0.0011, -0.0056, 0.0010], [0.0022, -0.0003, -0.0004], [-0.0011, -0.0003, 0.0009], [0.0021, 0.0014, 0.0004], [-0.0023, -0.0038, 0.0006], [-0.0022, -0.0007, -0.0002], [-0.0018, 0.0003, 0.0002], [-0.0129, -0.0008, 0.0048]]}

(2)
{"formula": "C3H7F2N", "method": "the ωB97M-V functional and the def2-TZVPD basis", "e_above_lowest_kcal_mol": 0.0, "homo_lumo_gap_ev": 10.818, "e_homo_ev": -9.821, "total_charge": 0, "smiles": "CC(F)(F)CN", "elements": ["F", "F", "N", "C", "C", "C", "H", "H", "H", "H", "H", "H", "H"], "positions_angstrom": [[-1.3969, -0.8743, -0.4999], [-0.4038, -0.2328, 1.3515], [1.9833, 0.2554, 0.0218], [0.9055, -0.5267, -0.5590], [-0.7936, 1.3880, -0.2990], [-0.4276, -0.0443, -0.0114], [2.9025, 0.0194, -0.4281], [1.0013, -1.5845, -0.3870], [0.0167, 2.0290, 0.0417], [0.8935, -0.3919, -1.6447], [2.0714, 0.0376, 0.9960], [-0.9359, 1.5371, -1.3769], [-1.7320, 1.6282, 0.1989]], "forces_ev_per_angstrom": [[-0.2257, -0.1636, 0.0079], [-0.0950, -0.0451, 0.1465], [1.3824, -0.0604, -1.0463], [0.0641, 0.5827, -0.4029], [0.0057, -0.0221, -0.3138], [0.2869, 0.0750, -0.2376], [-1.3637, 0.3275, 0.6319], [-0.2083, -0.6575, 0.2449], [-0.1038, 0.0535, 0.0428], [-0.0189, 0.1207, 0.1043], [0.0770, -0.0923, 0.4788], [0.1135, -0.1286, 0.2411], [0.0859, 0.0105, 0.1025]]}

(3)
{"formula": "C17H28N2O4", "method": "the ωB97M-V functional and the def2-TZVPD basis", "e_above_lowest_kcal_mol": 26.5, "homo_lumo_gap_ev": 9.043, "e_homo_ev": -8.444, "total_charge": 0, "smiles": "COc1cc(CNCCCO)ccc1OCC(=O)NC(C)(C)C", "elements": ["O", "O", "O", "O", "N", "N", "C", "C", "C", "C", "C", "C", "C", "C", "C", "C", "C", "C", "C", "C", "C", "C", "C", "H", "H", "H", "H", "H", "H", "H", "H", "H", "H", "H", "H", "H", "H", "H", "H", "H", "H", "H", "H", "H", "H", "H", "H", "H", "H", "H", "H"], "positions_angstrom": [[0.3974, 3.4122, 1.3477], [2.8815, 2.4037, -0.9004], [-2.0110, 2.4724, 0.9868], [-0.1869, -5.9392, -1.3038], [-0.7009, -2.8020, 1.4715], [0.6259, 2.5898, -1.1797], [-1.1154, 1.6026, 1.5459], [-1.3973, 0.2974, 1.9084], [-3.3649, 2.0977, 0.9399], [0.8808, -0.0417, 2.5583], [1.2813, 1.9816, -3.4535], [-0.4038, -0.5364, 2.4167], [1.7939, 2.8187, -0.5582], [0.0157, -5.1926, -0.1266], [1.1780, 1.2654, 2.2054], [0.1940, 2.0987, 1.7058], [0.5270, -3.7783, -0.4063], [-1.0749, 1.7043, -2.6309], [-0.7200, -1.9885, 2.6799], [0.6117, -2.9443, 0.8681], [0.4032, 1.6233, -2.2536], [0.7453, 0.2213, -1.7377], [1.6141, 3.6994, 0.6903], [-1.7182, -2.0845, 3.1166], [1.1290, 1.2653, -4.2561], [0.0058, -2.4151, 3.3764], [2.1868, 1.6280, 2.3187], [-3.7516, 1.8610, 1.9356], [0.7156, -5.7116, 0.5440], [1.2505, -3.4531, 1.5974], [-3.5271, 1.2408, 0.2760], [2.3265, 1.9688, -3.1593], [2.4867, 3.5794, 1.3414], [0.5615, -0.5226, -2.5082], [0.6481, -5.9945, -1.7819], [-1.3425, -2.4061, 0.7895], [-2.3940, -0.1000, 1.7872], [-3.8957, 2.9618, 0.5430], [1.7936, 0.1823, -1.4544], [1.5183, -3.8278, -0.8650], [-0.9565, -5.1397, 0.3656], [-1.3250, 2.7044, -2.9780], [0.1405, -0.0151, -0.8635], [-1.7003, 1.4666, -1.7730], [1.0341, 2.9762, -3.8172], [-0.1480, -3.2956, -1.1171], [1.5461, 4.7496, 0.3929], [-0.2019, 2.9671, -0.7371], [1.0781, -1.9733, 0.6289], [1.6620, -0.6756, 2.9495], [-1.2972, 0.9978, -3.4260]], "forces_ev_per_angstrom": [[-0.2815, -0.1279, 0.2134], [0.3446, -0.0962, -0.0429], [0.5234, 0.0043, 0.1552], [0.0556, -0.2293, -0.4515], [-0.1892, -0.1546, -0.1044], [-0.4877, 0.1261, -0.1605], [0.0788, 0.2442, -0.1198], [-0.0629, 0.1374, -0.0340], [-0.2711, -0.1070, -0.0639], [-0.2233, -0.1242, 0.0438], [-0.0456, -0.0555, 0.1523], [0.2312, -0.0439, 0.1150], [-0.2018, 0.3323, 0.4465], [0.0603, 0.3526, 0.2057], [-0.0754, 0.3412, -0.1153], [-0.1701, -0.0422, 0.0264], [-0.1313, -0.2378, 0.3529], [0.2647, 0.0229, 0.0754], [-0.1222, 0.0504, -0.0952], [0.1308, 0.0959, -0.2666], [0.1493, -0.2288, -0.2290], [0.0077, 0.1909, -0.0472], [0.3752, -0.0159, -0.0955], [0.1053, 0.0334, 0.0998], [-0.0447, -0.0935, -0.1254], [-0.0705, 0.0328, 0.0527], [0.1162, 0.0911, -0.0117], [0.0296, -0.0049, -0.0251], [-0.0866, 0.0673, 0.0392], [0.0762, 0.0544, -0.0033], [0.0102, 0.0286, 0.0426], [0.0634, -0.0060, -0.0467], [-0.0995, -0.0411, -0.1419], [-0.0323, -0.1170, -0.1144], [-0.0873, -0.0161, 0.0361], [0.0283, -0.0368, 0.0448], [-0.1449, 0.0100, -0.0238], [-0.0101, -0.0871, 0.0270], [0.1000, -0.0541, 0.0337], [-0.0014, 0.0292, -0.0637], [0.1462, -0.0341, 0.0228], [-0.0508, 0.1202, -0.0533], [-0.0969, -0.0466, 0.1199], [-0.1151, -0.0460, 0.1356], [-0.0410, 0.1080, -0.0648], [0.0060, 0.0262, -0.0838], [0.0516, -0.1114, 0.0383], [0.0896, -0.0349, 0.0506], [0.0170, -0.1467, 0.0856], [0.0919, -0.0889, 0.0403], [-0.0101, -0.0711, -0.0717]]}

(4)
{"formula": "C6H9N2O2", "method": "the ωB97M-V functional and the def2-TZVPD basis", "e_above_lowest_kcal_mol": 58.9, "homo_lumo_gap_ev": 7.855, "e_homo_ev": -4.028, "total_charge": -1, "elements": ["O", "O", "N", "N", "C", "C", "C", "C", "C", "C", "H", "H", "H", "H", "H", "H", "H", "H", "H"], "positions_angstrom": [[-2.4882, -0.9789, -0.2141], [-4.1642, -1.2196, 1.0610], [1.7114, 1.7007, 0.0253], [-0.2370, 0.6626, -0.1894], [-2.9155, -1.2331, 0.9098], [0.4352, 1.4650, 0.5750], [3.0871, 0.9220, -1.9324], [-1.9911, -1.5569, 2.0313], [0.5811, 0.2758, -1.2733], [1.8896, 0.8421, -1.0964], [-0.9998, -1.5755, 1.5625], [2.9586, 0.7450, -2.8685], [-2.1446, -2.4081, 2.6104], [0.2550, -0.4081, -1.9958], [-1.4881, -0.3511, -0.1535], [-1.8052, -0.8191, 2.8890], [3.6781, 0.0434, -1.5054], [0.0662, 1.9771, 1.3812], [3.5715, 1.9168, -1.8167]], "forces_ev_per_angstrom": [[4.8427, 2.3344, -3.7673], [1.4752, -0.6099, 0.8611], [-0.1715, -0.9526, 0.6101], [-1.8090, -3.1872, -2.3798], [-5.7296, -0.2448, 3.5098], [4.8826, -0.1506, -3.9894], [2.1540, -0.0698, 6.4926], [2.7930, 2.4447, 0.6536], [2.0597, 1.4892, 2.3092], [-5.7362, 2.2615, 2.4058], [0.0964, -0.4763, 0.3417], [-1.1573, -1.1712, -6.0571], [-0.7746, -1.9260, 0.2499], [-0.5967, -0.8661, -0.8206], [-0.9630, -0.2793, -0.2146], [-0.9336, -0.1603, -1.5464], [0.3562, 1.3875, -0.7703], [-0.7558, 1.0560, 1.9000], [-0.0327, -0.8790, 0.2118]]}

(5)
{"formula": "C14H25CeNO5P2", "method": "the ωB97M-V functional and the def2-TZVPD basis", "homo_lumo_gap_ev": 5.139, "e_homo_ev": -14.124, "total_charge": 2, "elements": ["Ce", "P", "P", "O", "O", "O", "O", "O", "N", "C", "C", "C", "C", "C", "C", "C", "C", "C", "C", "C", "C", "C", "C", "H", "H", "H", "H", "H", "H", "H", "H", "H", "H", "H", "H", "H", "H", "H", "H", "H", "H", "H", "H", "H", "H", "H", "H", "H"], "positions_angstrom": [[-0.0605, 0.0486, -0.4709], [-0.3233, -2.4117, -1.1519], [0.4611, 2.4986, 0.3143], [-0.5527, -1.9352, 1.7711], [1.6251, -2.1272, 2.4812], [-2.8299, -0.0620, 1.8599], [-2.5797, -3.5562, 8.1277], [-0.4598, -3.4957, 8.8020], [-1.3470, -3.4356, 7.9112], [0.4729, 3.2736, -1.3703], [2.0644, 2.8843, 1.0124], [0.3915, -2.2054, 2.6330], [-1.8788, -3.0956, 5.5426], [0.4813, -3.0572, 6.3336], [-1.9452, -3.0566, -0.7832], [-0.0638, -2.6363, 3.9987], [0.9601, -3.5414, -0.6804], [-0.9108, -3.2032, 6.5769], [-0.2103, -2.1011, -2.9435], [-0.7983, 3.3923, 1.2337], [-1.8687, -0.0035, 1.1933], [-1.4247, -2.8083, 4.2508], [0.8998, -2.7738, 5.0242], [-2.0296, -3.2063, 0.2997], [2.1119, 2.4854, 2.0273], [2.8615, 2.3911, 0.4509], [0.9244, -3.7217, 0.3928], [-0.5697, 4.4625, 1.2542], [1.2290, 2.8003, -2.0207], [-0.9854, -1.3973, -3.2876], [2.2442, 3.9585, 1.0215], [1.4465, -0.5620, 1.0661], [-2.0370, -4.0020, -1.3258], [-2.9322, -3.2127, 5.7709], [1.3478, 0.1911, 1.3480], [0.7642, -1.6658, -3.2231], [-2.7378, -2.3573, -1.0780], [0.8137, -4.4585, -1.2416], [-2.1380, -2.7001, 3.4460], [-0.3343, -3.0793, -3.4245], [1.9452, -3.1165, -0.8766], [-1.7882, 3.2327, 0.7904], [-0.4998, 3.1385, -1.8709], [-1.1544, 0.6433, -1.7211], [1.1877, -3.1415, 7.1558], [0.6986, 4.3485, -1.2800], [1.9502, -2.6544, 4.8049], [-0.8414, 2.9958, 2.2540]], "forces_ev_per_angstrom": [[1.2442, -2.1315, 0.1050], [-0.0168, -1.3464, -0.2960], [0.4962, 2.8973, 0.0592], [0.7070, 1.1169, -1.3867], [-1.3643, 0.4840, -1.4833], [5.0170, 0.3011, -3.3824], [2.8297, 0.2802, -0.5695], [-2.1469, 0.1119, -1.9880], [-0.9876, -0.6175, 3.6650], [-0.1818, -0.5711, -0.1659], [0.4172, -0.2447, 0.3365], [1.1400, -0.3372, 1.1691], [1.2232, 0.0238, 0.4822], [-0.9913, 0.0842, -0.6480], [-0.4055, -0.0415, 0.2718], [-0.0327, 0.0267, 0.4028], [0.3195, -0.2111, 0.2350], [0.6394, 0.4706, -2.3815], [0.0232, 0.2409, -0.0083], [-0.4344, -0.1469, 0.3854], [-6.3024, -0.2547, 4.5339], [-0.0001, -0.1098, 0.8351], [-1.0374, -0.2171, 0.4103], [0.1608, -0.1433, -0.2369], [0.0129, 0.1683, 0.0811], [-0.0259, 0.0980, -0.0844], [-0.1805, -0.0691, 0.0068], [-0.0381, -0.1377, 0.0063], [-0.0774, 0.2672, 0.2471], [0.0588, -0.4008, 0.0746], [-0.0178, 0.0364, 0.0151], [0.5867, 1.0123, 1.8179], [-0.2871, 0.0450, 0.0818], [0.1993, -0.0204, 0.0226], [0.6392, -1.1109, -0.3487], [-0.1612, -0.3690, 0.0474], [0.1366, -0.2185, -0.1916], [0.2167, -0.2891, -0.0517], [0.0050, -0.0137, 0.0163], [0.0624, 0.3080, -0.2519], [0.0255, -0.0851, -0.2267], [0.1754, 0.1384, -0.0439], [0.2492, 0.1919, 0.2487], [-1.6530, 0.9464, -1.5174], [-0.2337, -0.0210, -0.2140], [-0.0456, -0.3854, 0.0219], [-0.0387, 0.0381, -0.0504], [0.0751, 0.2057, -0.0519]]}